13
Properties=species:S:1:pos:R:3:forces:R:3 method="wB97M-V/def2-TZVPD" smiles="C=C1CC(Br)C1" e_above_lowest_kcal_mol=23.00 homo_energy_ev=-9.531 charge=0 lumo_energy_ev=0.996 orbital_gap_ev=10.5
C 0.932 -1.751 0.154 -0.80 -1.88 1.12
C 0.233 -0.643 0.113 0.50 1.28 0.24
C -1.155 -0.077 0.309 0.49 -0.88 -0.65
C -0.653 1.234 -0.395 0.20 -1.59 -1.39
Br -1.302 2.889 0.314 0.18 0.05 -0.23
C 0.790 0.735 -0.197 -1.88 -1.12 0.62
H 1.965 -1.765 -0.160 0.15 0.06 0.13
H 0.533 -2.686 0.640 0.33 0.90 -1.01
H -1.911 -0.678 -0.139 -0.76 -0.14 -1.03
H -1.470 -0.129 1.327 0.08 1.05 1.07
H -0.717 1.126 -1.547 -0.95 0.66 1.94
H 1.363 1.073 0.595 0.79 1.03 1.85
H 1.393 0.671 -1.013 1.67 0.57 -2.66

13
Properties=species:S:1:pos:R:3:forces:R:3 method="wB97M-V/def2-TZVPD" smiles="C#CBr.C=CC" e_above_lowest_kcal_mol=60.87 homo_energy_ev=-9.454 charge=0 lumo_energy_ev=0.629 orbital_gap_ev=10.1
C -3.076 -0.306 -0.528 -0.29 -2.79 0.02
C -3.217 -1.500 -0.467 -0.93 -0.59 0.59
Br -3.784 -3.220 -0.153 0.47 0.92 -0.21
H -2.732 0.582 -0.867 0.62 2.39 -0.44
C -0.035 -0.203 0.711 -0.17 1.17 -0.54
C 0.181 0.598 -0.308 0.97 -0.60 -2.10
C 0.638 0.149 -1.715 0.24 0.81 1.36
H -0.359 0.217 1.615 -0.26 0.47 1.28
H -0.002 -1.242 0.672 0.16 -1.73 -0.29
H 0.127 1.641 -0.207 -0.26 1.36 0.49
H 1.702 0.044 -1.715 0.96 -0.04 0.27
H 0.494 0.822 -2.576 -0.81 -0.32 0.53
H 0.285 -0.842 -1.798 -0.69 -1.07 -0.95

13
Properties=species:S:1:pos:R:3:forces:R:3 method="wB97M-V/def2-TZVPD" smiles=C[C@]12C[C@]1(Br)C2 e_above_lowest_kcal_mol=40.24 homo_energy_ev=-8.484 charge=0 lumo_energy_ev=0.759 orbital_gap_ev=9.2
C 1.595 -0.073 0.427 -0.09 2.80 1.38
C 0.093 0.027 0.375 -1.97 -1.13 -1.71
C -0.799 -1.114 -0.277 0.43 -0.24 1.79
C -0.926 0.216 -0.794 2.32 1.95 -0.56
Br -0.338 0.789 -2.580 -0.57 -0.23 1.23
C -1.031 1.007 0.496 0.18 -1.05 -0.67
H 2.149 0.533 -0.320 -0.48 0.14 0.42
H 1.771 -1.052 0.151 0.89 -2.14 -0.07
H 2.001 0.183 1.485 -0.66 -0.65 -1.85
H -0.168 -1.784 -0.886 -0.88 -0.16 0.54
H -1.663 -1.427 0.384 1.00 -0.45 -1.03
H -1.892 0.648 1.055 -0.08 0.58 0.47
H -0.793 2.047 0.483 -0.08 0.59 0.05

20
Properties=species:S:1:pos:R:3:forces:R:3 method="wB97M-V/def2-TZVPD" spin_multiplicity=3 homo_energy_ev="-7.395 / -9.391" charge=0 lumo_energy_ev="-0.492 / -3.318" orbital_gap_ev="6.9 / 6.1"
C 1.413 0.171 -0.444 -2.94 4.24 0.46
C -0.711 -0.405 -1.786 -4.53 2.35 -0.96
C -2.043 -0.326 0.510 1.53 -1.63 -3.24
C -0.968 0.295 -0.446 -0.22 -2.09 1.52
C 2.356 -0.802 -0.733 2.06 -3.43 -1.26
O 1.565 1.390 -0.792 0.31 -6.56 -3.80
O 1.528 0.405 3.050 1.74 -1.14 0.75
O -0.928 0.180 3.491 1.49 0.17 -0.21
O 0.278 -0.113 0.268 2.48 -1.03 -0.53
F 2.074 -2.119 -0.606 0.55 2.13 0.05
F 3.457 -0.598 -1.474 -1.96 -0.07 1.30
S 0.206 0.810 2.832 -3.04 1.03 0.12
Br 1.809 2.732 0.542 0.64 4.81 4.18
H -1.589 -0.332 -2.545 1.22 -0.11 1.49
H 0.052 0.137 -2.237 1.63 0.36 -1.11
H -0.554 -1.407 -1.566 0.63 -1.84 0.14
H -2.325 -1.391 0.369 0.79 0.51 -0.20
H -2.915 0.175 0.428 -2.95 1.87 -0.55
H -1.740 -0.173 1.466 0.87 0.16 2.67
H -0.965 1.370 -0.327 -0.30 0.26 -0.82

14
Properties=species:S:1:pos:R:3:forces:R:3 method="wB97M-V/def2-TZVPD" smiles="CC(Br)=C=O.C=C" e_above_lowest_kcal_mol=46.04 homo_energy_ev=-8.727 charge=0 lumo_energy_ev=0.136 orbital_gap_ev=8.9
C -1.709 -0.031 -2.125 -2.17 -2.10 -0.18
C -2.279 -0.573 -0.830 0.15 1.82 -0.18
Br -3.103 0.650 0.364 -0.09 0.15 0.16
C -2.361 -1.789 -0.414 -0.43 -0.12 -0.68
O -2.585 -2.886 -0.158 0.17 -1.44 0.72
H -2.469 -0.192 -2.933 0.25 0.83 0.65
H -0.995 -0.769 -2.435 1.36 0.44 -0.14
H -1.474 1.000 -1.976 0.77 0.40 -0.34
C 1.746 -1.116 2.000 -4.69 1.78 3.12
C 0.647 -0.538 1.510 -0.24 -1.30 -0.95
H 1.759 -1.302 3.071 0.29 0.27 0.02
H 2.572 -1.311 1.517 3.91 -1.40 -2.90
H -0.193 -0.255 2.132 0.08 -0.08 0.21
H 0.382 -0.600 0.438 0.64 0.75 0.48

15
Properties=species:S:1:pos:R:3:forces:R:3 method="wB97M-V/def2-TZVPD" e_above_lowest_kcal_mol=22.73 homo_energy_ev=-9.430 charge=0 lumo_energy_ev=0.575 orbital_gap_ev=10.0
C 0.433 -1.084 1.607 1.64 0.57 -1.90
C -0.368 0.195 1.628 2.58 0.11 -4.34
C 0.121 0.044 -0.322 -2.27 -1.90 2.57
C 1.105 0.910 -1.064 -0.01 0.29 1.35
C -1.201 -0.352 -1.071 1.95 -2.30 -1.16
O 0.784 -1.867 2.423 -0.40 0.05 0.04
O 0.805 -1.138 0.246 -0.79 0.13 0.64
Br 0.352 1.786 2.299 0.13 0.13 0.67
H -1.345 -0.025 1.879 -2.22 0.25 0.44
H 1.937 1.115 -0.273 -1.33 0.42 -1.82
H 0.468 1.746 -1.461 1.24 -0.14 0.60
H 1.546 0.401 -1.961 -0.46 0.07 0.98
H -1.623 -1.258 -0.646 0.07 -0.05 0.69
H -0.986 -0.774 -2.116 0.11 1.00 1.09
H -2.029 0.302 -1.168 -0.25 1.35 0.15

13
Properties=species:S:1:pos:R:3:forces:R:3 method="wB97M-V/def2-TZVPD" smiles="C=C1[C@H](C)[C@H]1Cl" e_above_lowest_kcal_mol=47.18 homo_energy_ev=-9.974 charge=0 lumo_energy_ev=0.890 orbital_gap_ev=10.9
C -2.087 0.556 0.207 0.53 0.01 0.21
C -1.062 -0.211 0.438 0.52 -1.18 1.06
C 0.393 -0.282 0.561 0.58 1.08 -1.51
C 1.163 0.210 -0.708 0.70 1.90 1.74
C -0.435 -1.536 0.626 -1.41 -1.79 -2.16
Cl -0.714 -2.456 2.167 0.40 0.71 -0.95
H -3.093 0.275 0.134 -1.18 -0.76 -0.08
H -1.897 1.585 0.139 0.15 1.44 -0.22
H 0.853 0.014 1.475 0.10 0.17 0.74
H 1.765 -0.528 -1.126 0.60 -1.71 -1.09
H 1.995 0.973 -0.446 -1.67 -0.83 -0.02
H 0.495 0.687 -1.436 0.20 -0.34 0.17
H -0.520 -2.243 -0.313 0.48 1.32 2.12

25
Properties=species:S:1:pos:R:3:forces:R:3 method="wB97M-V/def2-TZVPD" smiles=ClC(Cl)Cl.ClC(Cl)Cl.ClC(Cl)Cl.ClCCl.ClCCl e_above_lowest_kcal_mol=0.00 homo_energy_ev=-11.000 charge=0 lumo_energy_ev=0.360 orbital_gap_ev=11.4
Cl -1.779 5.824 6.704 0.21 -0.15 0.20
C -2.809 6.167 5.325 0.02 0.37 -0.02
Cl -3.221 4.679 4.493 -0.12 -0.20 -0.16
Cl -2.055 7.344 4.250 -0.04 -0.14 -0.01
H -3.723 6.602 5.707 -0.05 0.02 -0.07
Cl -0.557 1.678 1.564 -0.01 -0.05 0.06
C -2.206 1.816 2.186 0.03 -0.18 -0.45
Cl -2.446 0.783 3.592 -0.02 0.12 -0.05
Cl -3.374 1.417 0.895 0.21 0.16 0.38
H -2.336 2.850 2.471 -0.19 -0.02 0.05
Cl -7.406 7.303 8.385 0.08 -0.17 0.07
C -6.733 5.697 8.669 0.16 -0.08 -0.25
Cl -5.614 5.239 7.360 -0.14 0.05 0.11
Cl -7.994 4.481 8.842 -0.03 0.07 0.00
H -6.152 5.704 9.580 -0.04 0.14 0.05
Cl 0.181 9.049 7.111 -0.14 -0.06 0.34
C -0.252 8.433 8.744 0.26 0.07 -0.88
Cl -0.784 9.725 9.808 0.03 0.02 0.19
H -1.061 7.731 8.597 -0.04 -0.01 0.12
H 0.650 7.969 9.119 -0.09 0.01 0.27
Cl -3.561 8.896 7.237 0.05 -0.13 0.21
C -3.068 10.589 7.134 -0.44 0.41 0.17
Cl -2.956 11.130 5.456 0.19 0.00 0.12
H -3.845 11.172 7.618 -0.04 -0.03 -0.10
H -2.140 10.742 7.675 0.15 -0.20 -0.35

15
Properties=species:S:1:pos:R:3:forces:R:3 method="wB97M-V/def2-TZVPD" e_above_lowest_kcal_mol=135.20 homo_energy_ev=-8.029 charge=0 lumo_energy_ev=-0.627 orbital_gap_ev=7.4
C -1.601 0.779 -0.496 -1.24 -1.93 -0.78
C -3.597 -0.563 -0.843 -0.87 1.52 0.48
C -0.055 -1.021 -0.311 2.62 1.17 2.59
C 0.636 1.483 0.419 0.74 1.36 -0.96
C -0.401 0.395 0.243 -2.06 0.62 0.32
F -4.423 0.425 -1.365 1.27 -1.02 0.55
Cl -2.068 2.302 -0.844 0.29 1.30 0.19
Cl -3.245 -1.597 -2.185 0.27 -0.29 -0.64
H 0.463 -1.047 -1.229 0.04 0.68 -1.61
H -0.997 -1.460 -0.368 -1.09 -1.64 -0.02
H 0.762 -1.491 0.317 -1.51 0.07 0.00
H 1.079 1.811 -0.602 -0.17 -1.29 1.54
H 1.371 1.174 1.173 0.18 0.32 -0.55
H 0.244 2.498 0.684 -0.22 -1.14 0.44
H -1.135 0.215 1.220 1.75 0.28 -1.55

15
Properties=species:S:1:pos:R:3:forces:R:3 method="wB97M-V/def2-TZVPD" smiles="CC=C(Cl)Cl.CC#N" e_above_lowest_kcal_mol=16.25 homo_energy_ev=-9.335 charge=0 lumo_energy_ev=0.622 orbital_gap_ev=10.0
C -1.560 2.308 0.330 0.36 -0.90 -2.08
C -1.786 1.027 1.026 -0.74 -0.56 1.41
C -2.145 -0.118 0.436 0.57 1.43 -1.19
Cl -2.115 -1.629 1.181 -0.39 -0.77 0.73
Cl -2.450 -0.214 -1.317 -0.33 0.38 0.98
H -2.391 2.649 -0.248 -0.97 0.16 -0.16
H -0.824 2.136 -0.452 0.24 -0.37 -0.33
H -1.141 3.145 0.790 0.32 0.99 1.81
H -1.759 1.001 2.143 0.34 -0.13 -1.05
C 0.015 -2.412 -1.275 1.07 -0.80 0.87
C 0.410 -1.021 -1.469 1.03 -0.01 -0.02
N 0.755 0.032 -1.775 -0.09 -0.13 0.29
H -1.056 -2.365 -1.234 -0.45 -0.66 -0.06
H 0.428 -2.962 -0.347 -0.60 1.36 -1.35
H 0.386 -2.960 -2.150 -0.36 0.02 0.15

15
Properties=species:S:1:pos:R:3:forces:R:3 method="wB97M-V/def2-TZVPD" smiles="CC1=C(Cl)P(Cl)CC1" e_above_lowest_kcal_mol=0.00 homo_energy_ev=-9.164 charge=0 lumo_energy_ev=0.778 orbital_gap_ev=9.9
C 0.277 -1.330 1.652 -1.03 2.23 -0.49
C 0.207 -0.298 0.600 -0.17 -0.40 -1.75
C 0.964 0.773 0.487 -0.64 2.17 -1.31
Cl 1.716 1.606 1.762 0.89 0.03 0.86
P 0.710 1.815 -1.086 0.74 -1.15 0.88
Cl -0.860 3.028 -0.481 -0.21 -0.07 0.07
C -0.176 0.350 -1.801 -0.31 1.59 -0.72
C -0.740 -0.421 -0.608 0.58 -0.55 -0.10
H 0.793 -2.106 1.247 2.17 -2.34 -1.02
H -0.671 -1.761 1.740 -1.74 -0.38 1.01
H 0.736 -0.943 2.524 0.20 0.04 1.07
H 0.619 -0.204 -2.354 -0.78 0.30 0.23
H -0.927 0.879 -2.511 0.99 -1.56 0.97
H -1.002 -1.443 -0.878 0.12 -0.21 0.11
H -1.646 0.055 -0.293 -0.80 0.28 0.19

15
Properties=species:S:1:pos:R:3:forces:R:3 method="wB97M-V/def2-TZVPD" e_above_lowest_kcal_mol=101.48 homo_energy_ev="-8.459 / -8.069" charge=0 lumo_energy_ev="-0.280 / -0.833" orbital_gap_ev="8.2 / 7.2"
C -0.014 -1.971 -0.148 0.25 -0.11 -0.41
C -0.239 -0.744 0.198 1.48 0.04 -0.42
C -1.750 1.189 -0.339 -0.10 -1.07 -1.03
C -0.981 0.356 0.743 -2.88 -1.20 0.13
C 2.172 0.145 -0.253 -1.07 -0.71 0.75
Cl 2.275 1.677 0.627 0.03 -0.36 -0.54
Cl 2.919 -1.170 0.726 0.10 0.62 -0.52
Cl 2.894 0.176 -1.893 -0.57 0.12 0.99
H 1.030 -2.027 -0.538 -1.11 -1.10 0.18
H -0.744 -2.827 -0.090 0.93 0.96 -0.04
H -1.753 2.241 -0.045 -0.11 -0.14 -0.14
H -1.150 1.065 -1.308 -0.92 0.41 1.31
H -2.810 0.849 -0.553 1.31 0.29 0.40
H -1.528 0.031 1.720 0.28 0.26 -1.88
H -0.321 1.011 1.152 2.40 2.00 1.20

E_tot for the records above, in order: -75338.82075, -75337.17882, -75338.07315, -99794.95061, -77385.51946, -79433.58238, -17818.43255, -168089.93380, -33054.33433, -31832.04745, -39632.11074, -42860.97777 eV